Computed, not measured: a cluster of 3 separate species, C5H14N4OS in total in a non-equilibrium geometry, with ωB97M-V/def2-TZVPD.

The geometry in XYZ format:
```
25
Properties=species:S:1:pos:R:3
C 7.0062 -0.2296 0.8869
C -4.3234 1.0537 0.3821
C 6.5038 0.6925 -0.0725
C 5.6795 -0.1459 -1.1322
C -3.7929 -1.5071 0.6936
N 7.2370 -0.8981 1.7930
N -5.2350 1.7927 1.0177
N -3.3826 1.6072 -0.3998
N -5.1090 -2.0624 0.0336
O 4.4508 -0.4688 -0.5342
S -2.4656 -1.5485 -0.2401
H 5.6487 1.3471 0.3520
H 7.3752 1.2032 -0.6181
H 6.3410 -1.0913 -1.5119
H 5.4770 0.6077 -2.0576
H -4.0601 -1.2135 1.7550
H 7.6276 -1.5546 2.5079
H -6.1934 1.4981 1.2312
H -5.1822 2.8057 1.1867
H -2.4654 1.2149 -0.4157
H -3.4642 2.6000 -0.7002
H -5.0793 -3.0260 0.2893
H -4.9847 -1.9723 -1.0270
H -5.9189 -1.5473 0.3819
H 3.9018 -0.7767 -1.1905
```

Output
**E_HOMO (spin up / spin down)**: -0.42241 / -0.50407 hartree
**Electronic energy**: -24233.429 eV
**2S+1**: 3
**Orbital gap (spin up / spin down)**: 0.2118 / 0.2132 Eh
**Max |F|**: 3.75 eV/A
**Total charge**: +2
**Expectation value of S²**: 2.01



Computed, not measured: a cluster of 2 separate species, C5H14N5O2 in total in a non-equilibrium geometry, with ωB97M-V/def2-TZVPD.

The geometry in XYZ format:
```
26
Properties=species:S:1:pos:R:3
N -0.8850 -0.0170 -0.3196
C 0.3200 0.6408 -0.3971
N 1.3594 0.4049 0.6755
C 1.7496 1.6979 1.3549
C 1.5236 3.0535 0.4630
O 0.2703 3.7120 0.9552
C 1.3629 2.8115 -1.1496
N 0.5458 1.6014 -1.5426
H -1.0967 -0.4920 0.6088
H -1.5605 0.0165 -1.1222
H 2.1782 -0.1484 0.3410
H 1.0504 1.8108 2.3145
H 2.8489 1.5827 1.7962
H 2.4094 3.8352 0.6112
H 0.5128 4.6929 0.9277
H 0.7695 3.7592 -1.5687
H 2.3882 2.7879 -1.7389
H -0.4218 1.9435 -1.7992
C -1.8907 -3.7226 0.1150
O -1.8317 -2.5682 0.5077
N -1.1232 -4.1906 -0.8858
N -2.7283 -4.6303 0.6480
H -1.1575 -5.1378 -1.2231
H -0.4785 -3.5396 -1.3148
H -3.3238 -4.3191 1.4043
H -2.7913 -5.5853 0.3383
```

Output
**E_HOMO**: -0.47641 hartree
**Electronic energy**: -16950.207 eV
**Orbital gap**: 0.3346 Eh
**ΔE to the lowest compared entry with this formula, charge and spin**: 0.00 kcal per mole
**Max |F|**: 4.93 eV/A
**Total charge**: +1



Computed, not measured: a cluster of 2 separate species, C5H14NO in total, with ωB97M-V/def2-TZVPD.

The geometry in XYZ format:
```
21
Properties=species:S:1:pos:R:3
C 2.5714 1.9297 0.7928
C 2.0753 0.6452 0.1196
C 1.7810 -0.4495 1.1443
H 1.7633 2.4127 1.3407
H 2.9351 2.6231 0.0276
H 3.4211 1.7549 1.4605
H 2.8107 0.2803 -0.6059
H 1.1600 0.8684 -0.4255
H 1.3645 -1.3505 0.7062
H 2.6785 -0.6975 1.7274
H 1.0334 -0.0782 1.8480
C -2.5427 -1.7421 -1.5927
N -3.0805 -0.6006 -0.8414
C -2.0319 -0.0144 0.0810
O -0.7687 -0.0646 -0.3432
H -1.7112 -1.4646 -2.2413
H -3.3575 -2.2063 -2.1583
H -2.1617 -2.4575 -0.8630
H -3.3478 0.1223 -1.4982
H -2.2226 -0.5482 1.0537
H -2.3699 1.0374 0.2677
```

Output
**E_HOMO**: -0.09295 hartree
**Electronic energy**: -8949.133 eV
**Orbital gap**: 0.2428 Eh
**ΔE to the lowest compared entry with this formula, charge and spin**: 12.03 kcal per mole
**Max |F|**: 0.76 eV/A
**Total charge**: -1



Computed, not measured: a cluster of 2 separate species, C5H14NO in total in a non-equilibrium geometry, with ωB97M-V/def2-TZVPD.

The geometry in XYZ format:
```
21
Properties=species:S:1:pos:R:3
C 0.3874 0.7813 0.8088
O 1.5414 0.3253 0.1524
C -0.3658 -0.4959 0.8034
C -1.0233 -0.9649 -0.3650
C -2.5834 -0.8579 -0.1967
C -3.1328 0.5635 -0.1028
N 4.9515 0.2731 -0.8042
H -0.0761 1.5637 0.2015
H 0.5830 1.2020 1.7963
H 2.0151 -0.2935 0.7339
H -0.1254 -1.2189 1.5884
H -0.7276 -0.3248 -1.2062
H -0.7695 -1.9846 -0.6547
H -3.0491 -1.4342 -0.9870
H -2.8593 -1.3763 0.7225
H -4.2165 0.4996 -0.1307
H -2.8180 1.0231 0.8275
H -2.7859 1.1788 -0.9250
H 5.7703 0.4373 -1.3613
H 4.1448 0.8019 -1.0826
H 5.1394 0.3014 0.1815
```

Output
**E_HOMO**: -0.45013 hartree
**Electronic energy**: -8940.126 eV
**Orbital gap**: 0.1931 Eh
**ΔE to the lowest compared entry with this formula, charge and spin**: 89.53 kcal per mole
**Max |F|**: 1.92 eV/A
**Total charge**: +1



Computed, not measured: a cluster of 2 separate species, C5H14NO in total in a non-equilibrium geometry, with ωB97M-V/def2-TZVPD.

The geometry in XYZ format:
```
21
Properties=species:S:1:pos:R:3
C 0.4393 -1.1126 1.8035
C -0.4249 0.1699 1.6575
C -1.0858 0.3394 0.2471
C -0.1996 0.5471 -0.9572
C 1.0108 2.6407 -1.5056
N 0.8088 1.5716 -0.7419
H 1.1102 -0.7429 2.5260
H -0.1757 -1.9503 2.2237
H 0.9720 -1.3113 0.8565
H -1.2959 0.0458 2.3472
H 0.1298 1.0825 1.8737
H -1.6218 -0.5824 -0.0244
H -1.8847 1.0986 0.3124
H 0.3109 -0.3557 -1.2474
H -0.6805 1.0716 -1.7793
H 2.0241 2.9927 -1.7083
H 0.1740 2.7487 -2.2716
H 1.5887 1.4862 -0.0911
H -0.0925 -3.4126 -0.4495
H -0.7957 -3.4848 -1.8313
O -0.3117 -2.8421 -1.2400
```

Output
**E_HOMO**: -0.54081 hartree
**Electronic energy**: -8941.403 eV
**Orbital gap**: 0.3366 Eh
**ΔE to the lowest compared entry with this formula, charge and spin**: 60.08 kcal per mole
**Max |F|**: 5.12 eV/A
**Total charge**: +1



Computed, not measured: a cluster of 2 separate species, C5H14NO in total in a non-equilibrium geometry, with ωB97M-V/def2-TZVPD.

The geometry in XYZ format:
```
21
Properties=species:S:1:pos:R:3
C -0.6698 1.2148 0.5059
C -1.8861 0.3536 0.1571
C -1.5588 -0.9587 -0.5885
C 0.0981 -1.8839 1.1475
C -0.3467 -1.7381 -0.0927
N 0.3008 1.2848 -0.6377
H -0.0699 0.6390 1.2120
H -0.9993 2.2127 0.7740
H -2.3694 0.1061 1.1032
H -2.5032 0.9301 -0.5414
H -1.1773 -0.6367 -1.5677
H -2.4744 -1.5103 -0.7891
H -0.4977 -1.4943 1.9734
H 0.9561 -2.4299 1.5098
H 0.1618 -2.2884 -0.8800
H -0.0081 1.3493 -1.6125
H 0.9744 2.0260 -0.4637
H 0.8847 0.4450 -0.6326
H 3.1393 0.1354 -0.5430
H 3.8269 1.3587 -0.6841
O 3.0591 1.0396 -0.1404
```

Output
**E_HOMO**: -0.50696 hartree
**Electronic energy**: -8942.247 eV
**Orbital gap**: 0.3834 Eh
**ΔE to the lowest compared entry with this formula, charge and spin**: 40.61 kcal per mole
**Max |F|**: 2.90 eV/A
**Total charge**: +1



Computed, not measured: a cluster of 2 separate species, C5H14NO in total in a non-equilibrium geometry, with ωB97M-V/def2-TZVPD.

The geometry in XYZ format:
```
21
Properties=species:S:1:pos:R:3
C -1.3005 -2.1810 1.4535
C -0.6184 -0.9193 1.9957
C 0.6429 -0.5304 1.2093
C 0.4260 0.0360 -0.1868
C 1.3575 0.7169 -0.8445
N -0.8495 -0.1193 -0.9594
H -2.1986 -2.4405 2.0093
H -0.6146 -3.0106 1.5047
H -1.5797 -2.0196 0.4204
H -0.3081 -1.0060 3.0381
H -1.2985 -0.0685 1.8883
H 1.1049 0.2952 1.7379
H 1.3108 -1.3898 1.1238
H 1.2580 1.4650 -1.6371
H 2.3217 0.5374 -0.3785
H -1.1136 -1.0956 -1.1418
H -0.6077 0.3144 -1.8483
H -1.6461 0.3647 -0.5458
H 1.6233 3.5088 -3.6289
H 0.8586 4.1868 -2.4527
O 1.2313 3.3554 -2.7571
```

Output
**E_HOMO**: -0.52474 hartree
**Electronic energy**: -8942.129 eV
**Orbital gap**: 0.3987 Eh
**ΔE to the lowest compared entry with this formula, charge and spin**: 43.33 kcal per mole
**Max |F|**: 1.06 eV/A
**Total charge**: +1



Computed, not measured: a cluster of 2 separate species, C5H14NO in total in a non-equilibrium geometry, with ωB97M-V/def2-TZVPD.

The geometry in XYZ format:
```
21
Properties=species:S:1:pos:R:3
C 1.8018 -1.6807 -0.7871
C 1.4026 -0.2290 -1.0534
C 0.6557 0.4738 0.0791
C -0.4736 -0.3439 0.7184
C -2.1486 -0.3430 -1.0218
N -1.2822 -0.9648 -0.3460
H 2.7752 -1.7140 -0.3023
H 1.1450 -2.2349 -0.1095
H 1.9381 -2.2909 -1.6805
H 2.3292 0.2504 -1.2967
H 0.8136 -0.1267 -1.9731
H 1.3623 0.7003 0.8798
H 0.3261 1.4606 -0.2357
H -0.0264 -1.1046 1.3441
H -1.0750 0.3699 1.2707
H -2.6584 -0.8213 -1.8476
H -2.4730 0.6664 -0.8103
H -1.1388 -1.9528 -0.5403
H -0.5518 2.9505 1.2611
H 0.5604 3.2181 2.2230
O -0.1642 2.5986 2.0651
```

Output
**E_HOMO**: -0.54638 hartree
**Electronic energy**: -8942.228 eV
**Orbital gap**: 0.3613 Eh
**ΔE to the lowest compared entry with this formula, charge and spin**: 41.05 kcal per mole
**Max |F|**: 1.27 eV/A
**Total charge**: +1



Computed, not measured: a cluster of 2 separate species, C5H14NO in total, with ωB97M-V/def2-TZVPD.

The geometry in XYZ format:
```
21
Properties=species:S:1:pos:R:3
C -2.5712 -0.3820 1.2562
C -1.3678 1.6453 1.7805
N -1.4063 0.4997 1.2372
H -2.2063 -1.3380 1.6378
H -2.9832 -0.5319 0.2635
H -3.3001 0.0027 1.9641
H -2.2316 2.0232 2.3129
H -0.4417 2.1982 1.6891
H -0.4778 0.1804 0.8136
C 0.1979 -0.1999 -1.7369
C 1.4817 0.1219 -1.0020
C 2.5092 -0.9843 -1.0992
O 1.1027 0.2942 0.4161
H -0.5321 0.5969 -1.5809
H -0.2059 -1.1429 -1.3587
H 0.3635 -0.3080 -2.8064
H 1.9004 1.0717 -1.3366
H 2.7234 -1.2102 -2.1424
H 2.0894 -1.8802 -0.6338
H 3.4447 -0.7449 -0.5923
H 1.9110 0.0878 0.9182
```

Output
**E_HOMO**: -0.54281 hartree
**Electronic energy**: -8942.785 eV
**Orbital gap**: 0.3830 Eh
**ΔE to the lowest compared entry with this formula, charge and spin**: 28.21 kcal per mole
**Max |F|**: 0.93 eV/A
**Total charge**: +1



Computed, not measured: a cluster of 2 separate species, C5H14NO in total in a non-equilibrium geometry, with ωB97M-V/def2-TZVPD.

The geometry in XYZ format:
```
21
Properties=species:S:1:pos:R:3
C -2.7764 -0.1275 0.3384
C -2.1616 -1.1649 1.2892
C -0.8037 -1.7607 0.7006
C 0.1360 -0.6783 0.3372
C 0.9941 -0.7170 -0.6850
N 0.4421 0.3440 1.3955
H -3.3747 -0.5233 -0.4785
H -1.9913 0.3779 -0.2415
H -3.4128 0.5977 0.8468
H -2.8366 -2.0121 1.3081
H -2.0000 -0.6590 2.2433
H -0.5025 -2.4900 1.4530
H -1.1487 -2.3799 -0.1290
H 1.8730 -0.0928 -0.5682
H 0.7836 -1.5742 -1.3056
H -0.2446 0.2936 2.1524
H 0.4650 1.2791 0.9900
H 1.3367 0.0793 1.8136
H 5.3900 3.1516 -4.2827
H 4.8068 4.4822 -3.6682
O 5.0257 3.5742 -3.5096
```

Output
**E_HOMO**: -0.49511 hartree
**Electronic energy**: -8941.678 eV
**Orbital gap**: 0.3613 Eh
**ΔE to the lowest compared entry with this formula, charge and spin**: 53.74 kcal per mole
**Max |F|**: 3.37 eV/A
**Total charge**: +1



Computed, not measured: a cluster of 3 separate species, C5H14NO2 in total in a non-equilibrium geometry, with ωB97M-V/def2-TZVPD.

The geometry in XYZ format:
```
22
Properties=species:S:1:pos:R:3
C 0.9791 1.3542 1.5834
O 2.1504 1.6714 1.2798
C -0.0084 0.9324 0.4653
C 0.6383 0.1307 -0.6602
C 0.7312 -1.4114 -0.4911
C -0.1074 0.4437 -2.0294
N -1.1290 0.0607 1.0227
H 0.2784 1.9114 2.2446
H 1.1640 0.2097 2.2074
H -0.4735 1.8797 0.1346
H 1.5946 0.6207 -0.8355
H 1.3120 -1.6804 -1.3828
H -0.1357 -2.0527 -0.3896
H 1.4831 -1.6301 0.2926
H 0.4585 -0.0048 -2.8276
H -1.1328 0.0612 -1.9728
H -0.0393 1.5321 -2.0903
H 0.9255 -0.2333 2.8951
H -1.3834 -0.5945 0.2385
H -2.9689 -2.2237 -0.2163
H -1.9592 0.6242 1.1806
O -2.3774 -1.6009 -0.6490
```

Output
**E_HOMO**: -0.12015 hartree
**Electronic energy**: -10993.738 eV
**Orbital gap**: 0.2396 Eh
**ΔE to the lowest compared entry with this formula, charge and spin**: 89.20 kcal per mole
**Max |F|**: 5.34 eV/A
**Total charge**: -1



Computed, not measured: a cluster of 2 separate species, C5H14NO2 in total in a non-equilibrium geometry, with ωB97M-V/def2-TZVPD.

The geometry in XYZ format:
```
22
Properties=species:S:1:pos:R:3
C -0.3753 -2.1188 -0.3569
C -1.6143 -1.2316 -0.3889
C 0.7559 -1.5793 0.5310
N 1.6813 -0.6879 -0.1583
C 1.8684 0.6869 0.3349
C 0.8799 1.6969 -0.1836
O -0.3198 1.5569 0.5113
H -0.0396 -2.3369 -1.3848
H -0.6486 -3.1363 -0.0460
H -2.5449 -1.7747 -0.6225
H -1.5075 -0.3876 -1.0544
H -1.8394 -0.8793 0.6031
H 0.3400 -0.9417 1.3010
H 1.2524 -2.4440 1.0090
H 1.6350 -0.6112 -1.1579
H 1.8544 0.7081 1.4178
H 2.8877 0.9412 0.0472
H 0.6591 1.6459 -1.2799
H 1.2703 2.7403 -0.1158
H -2.7521 2.3838 0.2709
H -1.2509 2.6156 0.3913
O -2.1920 3.1539 0.3312
```

Output
**E_HOMO**: -0.12444 hartree
**Electronic energy**: -10996.809 eV
**Orbital gap**: 0.2691 Eh
**ΔE to the lowest compared entry with this formula, charge and spin**: 18.37 kcal per mole
**Max |F|**: 2.22 eV/A
**Total charge**: -1